Below is 8 unconnected molecules or ions with the total composition C23H30BN7O5, with properties calculated with the ωB97M-V functional and the def2-TZVPD basis.

Structure (XYZ):
```
66
Properties=species:S:1:pos:R:3:forces:R:3:mulliken_charge:R:1
O -1.2728 3.5387 -1.2773 -0.44 -0.46 -0.12 -0.565
O 0.3758 2.5176 0.0916 0.05 -0.22 -0.18 -0.460
O -4.1626 3.2575 0.8444 0.11 0.25 0.40 -0.506
O -4.9024 0.2548 -2.9189 -0.14 -0.35 -0.45 -0.598
O -1.8461 1.7804 0.2797 -0.03 0.19 -0.27 -0.499
N 5.9099 -0.0360 1.0454 -0.08 0.11 0.00 -0.526
N 7.6484 -4.2530 -0.9823 0.03 -0.08 -0.02 -0.459
N -2.9253 -2.6377 2.3111 -0.16 -0.12 0.17 -0.478
N 0.5287 -0.2598 1.3720 0.04 0.14 -0.04 -0.540
N -1.3056 8.3563 1.3384 0.02 0.09 0.02 -0.395
N -8.6462 3.5031 -5.0626 -0.08 0.04 0.00 -0.364
N 4.3764 -3.7248 2.0187 -0.06 -0.04 0.01 -0.547
C -1.7599 5.8343 0.8698 -0.08 0.05 0.07 -0.312
C -2.1398 -1.5038 -1.7795 0.27 0.12 -0.04 -0.299
C -1.2275 -1.3354 3.7949 -0.03 -0.03 0.14 -0.712
C 6.6817 -4.8432 -0.7985 -0.10 -0.03 0.00 0.410
C -4.2314 2.1615 0.3547 -0.07 -0.39 -0.16 0.177
C -3.2167 0.6921 -1.3270 -0.07 -0.12 -0.16 0.599
C -6.2870 2.4112 -4.8970 -0.02 0.05 -0.03 -0.418
C 6.8177 -0.5967 0.6234 0.05 -0.11 -0.02 0.513
C 7.9377 -1.3905 0.1390 0.07 0.08 0.04 -0.840
C -2.1959 -1.9446 -0.5316 0.07 0.17 -0.29 -0.389
C -2.1449 -0.0169 -2.1004 0.10 0.07 -0.20 -0.882
C 5.1019 -3.1395 2.6873 0.09 0.01 0.01 0.492
C 6.0568 -2.4029 3.5015 0.09 0.01 0.10 -0.777
C -2.1921 -2.0717 2.9871 0.15 0.09 -0.02 0.506
C 1.4954 -0.7210 0.9575 0.06 -0.13 -0.04 0.590
C -5.4901 1.3637 0.3115 -0.02 -0.03 0.11 -0.433
C 5.4455 -5.5805 -0.5681 0.00 -0.06 0.00 -0.683
C 2.7121 -1.3286 0.4384 -0.03 0.05 -0.05 -0.667
C -4.6297 0.4626 -1.7629 0.20 0.11 0.37 0.031
C -3.0446 1.5051 -0.2898 -0.02 0.12 0.27 0.979
C -1.5060 7.2460 1.1323 0.00 -0.07 -0.02 0.093
C -5.6820 0.5392 -0.7093 0.04 -0.08 0.15 -0.624
C -7.6070 3.0238 -4.9898 0.07 -0.04 0.00 0.266
B -0.9126 2.6055 -0.3269 0.35 0.16 0.11 0.746
H -0.9178 3.3693 -2.1535 0.22 0.24 0.06 0.290
H -6.0647 2.1519 -3.8654 0.00 -0.01 -0.01 -0.040
H -1.7483 5.6384 -0.1989 0.02 0.00 0.00 0.184
H 5.6162 -6.6443 -0.7231 0.00 0.01 -0.01 0.304
H -1.3722 -0.2658 3.6537 0.04 -0.02 -0.03 0.215
H 3.5844 -0.8029 0.8257 -0.01 -0.01 -0.01 0.139
H -2.0329 -2.1818 -2.6210 -0.31 -0.02 0.04 0.396
H -0.2175 -1.5945 3.4832 -0.06 0.04 0.00 0.155
H 6.2340 -1.4293 3.0499 -0.03 0.02 0.04 0.210
H -5.5331 3.1053 -5.2647 0.00 -0.01 0.00 0.286
H -1.1593 0.4208 -1.9025 -0.10 -0.03 0.03 0.167
H -6.2562 1.5009 -5.4925 0.01 0.00 0.02 0.258
H -6.2006 1.4866 1.1211 -0.01 0.19 -0.14 0.450
H 2.7589 -2.3727 0.7414 0.01 0.01 0.01 0.274
H 5.6808 -2.2659 4.5136 -0.05 -0.04 -0.02 0.345
H -2.2910 -2.9947 -0.2881 0.24 0.08 0.08 0.355
H 4.6810 -5.2367 -1.2626 0.00 -0.01 0.00 0.244
H 7.8491 -2.4024 0.5312 0.06 0.05 -0.08 0.191
H -2.7340 5.5503 1.2646 0.02 -0.04 -0.01 0.233
H -0.9907 5.2288 1.3481 0.00 0.00 -0.02 0.196
H 2.7131 -1.2642 -0.6488 -0.01 0.00 0.00 0.302
H 7.9211 -1.4477 -0.9471 0.00 -0.03 0.03 0.314
H -6.5680 -0.0757 -0.8138 0.00 0.13 -0.18 0.489
H -2.3507 0.1235 -3.1650 0.01 0.00 0.07 0.406
H -1.3556 -1.5817 4.8474 -0.03 -0.01 0.00 0.346
H -2.1421 -1.2191 0.2742 -0.30 -0.25 0.08 -0.147
H 5.0957 -5.4074 0.4482 0.00 0.01 -0.04 0.196
H 0.5420 1.7016 0.5884 -0.10 0.12 0.19 0.221
H 6.9927 -2.9586 3.5468 0.00 0.01 0.01 0.255
H 8.8822 -0.9572 0.4632 -0.03 0.05 0.00 0.336
```
Positions in Å, forces in eV/Å.

## Properties
Total charge ... 0
Electronic energy ... -45682.4007 eV
LUMO energy ... -0.0353 Eh
SMILES ... C=CCC1=C(OB(O)O)C(=O)C=CC1=O.CC#N.CC#N.CC#N.CC#N.CC#N.CC#N.CC#N
Kohn-Sham gap ... 8.7 eV

---

Below is a molecular structure, C23H39Cl3N6O2SSbSiTc, with properties calculated with the ωB97M-V functional and the def2-TZVPD basis.

Structure (XYZ):
```
77
Properties=species:S:1:pos:R:3:forces:R:3:mulliken_charge:R:1
Sb -2.7744 -1.3674 0.8857 -0.31 -0.10 -0.12 -0.191
Tc 1.8440 1.2320 0.1928 0.07 -0.40 0.23 0.497
Cl -0.1562 4.3693 0.6861 -0.08 0.04 0.02 -0.247
Cl 2.5588 4.7163 -1.1868 0.02 0.09 -0.04 -0.207
Cl 2.8311 4.3240 2.0887 0.04 0.04 0.03 -0.326
S 1.0158 1.6965 -1.9883 0.18 0.00 -0.16 -0.311
Si 1.7555 3.7307 0.4115 0.03 -0.15 0.02 0.538
O -1.3590 1.0793 2.6379 0.06 -0.02 -0.08 -0.621
O 0.0415 1.0164 0.8713 -0.23 0.05 0.15 1.430
N 2.1533 1.1340 2.3849 0.01 0.08 -0.16 -0.570
N -0.1636 -0.7147 -1.8086 -0.03 0.04 -0.16 -0.082
N 3.9119 1.1150 -0.2589 -0.01 0.00 0.04 0.565
N 0.8768 1.1086 2.9712 0.08 -0.01 0.07 -0.150
N -1.2821 0.9195 -2.9693 0.12 -0.10 -0.09 -0.217
N 2.2192 -0.8966 0.2659 0.00 0.13 -0.15 0.519
C -3.1373 -2.8686 3.4680 0.00 0.01 0.00 -1.451
C 6.8096 3.5821 -3.3796 -0.01 -0.01 0.01 -0.590
C 4.3666 -0.1104 -0.3652 -0.08 0.11 0.01 0.199
C 3.7008 -2.5837 -0.1066 0.06 0.03 -0.01 -0.956
C 2.4885 -3.1362 0.3055 -0.05 0.00 0.03 -0.979
C -2.8927 -4.2095 -0.2375 0.01 -0.03 0.04 -1.389
C 6.4184 3.2705 -2.0879 0.00 0.04 0.02 -0.662
C -3.8571 0.2096 -0.1950 0.17 0.01 0.03 0.636
C -0.2534 1.0738 2.1711 0.10 0.03 -0.08 0.042
C 3.5140 -1.1991 -0.1237 0.05 -0.10 0.00 -0.552
C 1.6107 -2.0728 0.5317 0.01 0.00 0.07 -0.734
C 4.6012 1.9610 -2.9465 0.04 -0.01 -0.01 0.221
C -3.5379 -1.4967 2.9249 0.09 0.06 -0.04 0.465
C -0.2409 0.5207 -2.2523 -0.11 0.05 0.14 0.454
C 4.9951 2.2721 -4.2437 0.00 0.00 0.03 -0.807
C -5.0084 -1.1947 3.1839 0.02 -0.04 -0.05 -1.351
C 4.9001 2.1950 -0.4277 -0.04 0.05 -0.07 -1.736
C -3.1476 1.5596 -0.0867 -0.05 -0.04 0.00 -1.086
C -5.1984 -3.4307 0.3949 0.07 -0.01 0.04 -1.372
C 5.3077 2.4625 -1.8613 -0.08 -0.07 -0.02 0.918
C -5.3527 0.3589 0.0489 0.01 0.02 0.04 -1.454
C 6.0959 3.0837 -4.4632 0.00 0.00 0.01 -0.444
C -3.8300 -3.0048 -0.1323 0.07 0.06 -0.01 0.390
H 2.2631 -4.1826 0.4394 0.00 0.05 0.00 0.494
H 6.4025 3.3244 -5.4727 0.00 0.00 0.02 0.404
H -2.0063 0.2820 -3.2598 -0.03 0.00 0.03 0.219
H 3.7408 1.3224 -2.7923 0.01 0.01 0.00 0.197
H -3.7267 -0.1692 -1.2194 0.02 -0.01 -0.03 0.035
H 5.7882 1.9561 0.1616 0.01 -0.05 0.02 0.451
H -5.6467 -4.1773 -0.2686 0.03 0.01 0.00 0.448
H -5.1175 -3.8901 1.3812 -0.01 0.00 -0.01 0.217
H 4.4374 1.8753 -5.0826 0.01 0.01 0.01 0.405
H -3.9724 -2.5886 -1.1385 0.01 0.00 0.01 0.408
H 0.5814 -2.0964 0.8684 0.00 -0.01 0.00 0.846
H -5.2189 -1.2772 4.2548 0.02 -0.02 0.00 0.460
H -5.8973 -2.6001 0.4747 0.00 -0.01 -0.01 0.184
H 4.6087 -3.1114 -0.3576 -0.04 0.03 0.01 0.528
H -2.9309 -0.7416 3.4282 -0.02 0.03 0.00 0.364
H 6.9796 3.6615 -1.2453 -0.01 -0.01 -0.03 0.417
H -5.2810 -0.1875 2.8771 0.01 0.01 0.02 0.251
H -1.3510 1.8820 -3.2548 0.00 0.02 0.04 0.223
H -3.3463 -5.0119 -0.8275 0.00 0.01 0.01 0.426
H -5.7797 1.0695 -0.6659 0.01 -0.01 -0.01 0.437
H -3.3403 -2.9255 4.5411 -0.01 0.01 -0.01 0.440
H -5.5508 0.7531 1.0445 -0.01 0.01 0.00 0.288
H -2.0818 1.4932 -0.3116 -0.04 0.00 0.05 -0.119
H -5.8933 -0.5799 -0.0565 -0.01 -0.01 0.00 0.261
H 4.4856 3.1057 0.0028 0.01 -0.02 0.01 0.287
H 2.6576 0.2790 2.6084 0.05 -0.02 0.00 0.354
H 5.4120 -0.2745 -0.6180 0.00 0.02 0.00 0.454
H 0.6269 -1.0081 -1.2506 0.02 0.03 0.00 -0.009
H 2.6805 1.9441 2.7078 0.01 0.07 0.01 0.334
H 0.7916 1.2862 3.9584 -0.05 -0.03 0.01 0.240
H -0.9419 -1.3538 -1.8776 -0.05 0.02 0.06 0.125
H -3.5997 2.2869 -0.7707 -0.02 -0.02 0.01 0.442
H -5.6653 -1.8965 2.6700 -0.02 0.02 0.00 0.212
H 7.6752 4.2109 -3.5423 -0.01 -0.01 0.00 0.396
H -3.2309 1.9615 0.9233 0.01 0.02 0.02 0.398
H -1.9322 -3.9597 -0.7006 -0.06 0.03 0.01 0.255
H -3.7016 -3.6712 2.9906 0.01 -0.02 0.01 0.207
H -2.6696 -4.6190 0.7523 -0.02 -0.01 -0.03 0.299
H -2.0738 -3.0769 3.3242 0.00 0.00 0.00 0.329
```
Positions in Å, forces in eV/Å.

## Properties
Total charge ... +1
Electronic energy ... -102535.6260 eV
Relative energy (zero: lowest compared OMol25 entry of this formula, charge and spin) ... 0.816 eV
<S²> ... 3.783
LUMO energy (alpha / beta) ... -0.1192 / -0.1792 Eh
Spin multiplicity ... 4
Kohn-Sham gap (alpha / beta) ... 6.9 / 5.3 eV

---

Below is a molecular structure, C10H20MnN2Si in a non-equilibrium geometry, with properties calculated with the ωB97M-V functional and the def2-TZVPD basis.

Structure (XYZ):
```
34
Properties=species:S:1:pos:R:3:forces:R:3:mulliken_charge:R:1
Mn -0.4573 0.4845 -1.6216 0.29 -0.05 1.76 -0.066
Si 0.1003 1.8848 1.6340 0.13 -1.15 -0.67 -0.152
N 0.2321 0.6235 0.4096 0.58 1.04 0.54 -0.524
N 0.1186 -1.2939 -0.6539 -0.07 -0.98 0.16 -0.223
C 0.0217 3.5315 0.7563 -0.05 0.26 0.01 -0.996
C 1.5351 1.8288 2.8301 0.27 0.22 0.30 -0.949
C 0.7259 -1.4853 1.6765 -0.01 -0.72 0.26 -0.382
C -0.5509 -3.0902 -2.0816 -0.10 -0.58 -0.19 -1.231
C 0.5775 -2.8673 1.5664 0.28 0.89 -0.21 -0.441
C 0.1897 -3.4384 0.3496 -0.42 -0.30 -0.58 -0.617
C -0.0589 -2.6114 -0.7505 0.46 -0.05 0.53 0.566
C -1.4803 1.5137 2.5532 -0.37 0.15 0.26 -0.916
C 0.0944 0.2777 -4.4317 -0.13 0.15 0.48 -0.676
C 0.4207 -0.6959 0.5501 -0.82 0.81 -0.91 1.269
H -1.5952 1.4208 -2.3166 -0.63 0.41 -0.07 -0.012
H -0.1001 4.3279 1.5073 0.03 -0.13 -0.22 0.294
H 1.1791 0.4021 -4.3414 -0.19 -0.09 0.03 0.308
H -2.3329 1.5334 1.8581 0.19 0.03 0.17 0.289
H -0.6392 -4.1830 -2.0643 -0.02 0.23 -0.16 0.346
H -1.4461 0.5071 2.9953 0.05 0.22 -0.09 0.323
H 0.1225 -2.8063 -2.9067 -0.14 -0.05 0.38 0.180
H -0.2461 0.8260 -5.3170 -0.02 -0.01 0.31 0.319
H -1.6820 2.2311 3.3626 0.00 -0.17 -0.17 0.342
H 1.0183 -1.0091 2.6113 -0.16 -0.22 -0.29 0.155
H 1.3423 2.5565 3.6341 0.17 -0.17 -0.12 0.320
H 2.4901 2.0956 2.3521 -0.27 -0.06 0.11 0.277
H -0.8289 3.5962 0.0619 0.18 -0.09 0.20 0.289
H 1.6636 0.8420 3.3007 -0.09 0.35 -0.13 0.317
H -1.5458 -2.6710 -2.3060 0.33 -0.10 0.14 0.284
H 0.0354 -4.5132 0.2490 0.08 0.31 0.08 0.297
H 0.9347 3.7497 0.1848 -0.16 -0.10 0.17 0.289
H 0.7724 -3.4996 2.4298 -0.05 0.09 -0.15 0.408
H -0.1566 -0.7827 -4.5611 0.08 0.26 0.14 0.263
H -0.4541 0.7143 -3.5204 0.58 -0.40 -2.05 0.049
```
Positions in Å, forces in eV/Å.

## Properties
Total charge ... 0
Electronic energy ... -52873.1776 eV
Relative energy (zero: lowest compared OMol25 entry of this formula, charge and spin) ... 0.000 eV
<S²> ... 8.760
LUMO energy (alpha / beta) ... 0.0193 / 0.0090 Eh
Spin multiplicity ... 6
Kohn-Sham gap (alpha / beta) ... 8.1 / 7.9 eV

---

Below is a molecular structure, C10H12F5I2N8ReS, with properties calculated with the ωB97M-V functional and the def2-TZVPD basis.

Structure (XYZ):
```
39
Properties=species:S:1:pos:R:3:forces:R:3:mulliken_charge:R:1
Re -0.2541 -0.2760 -0.2079 0.42 0.49 -0.18 1.049
I -1.8260 -1.6093 -2.0931 0.27 -0.19 0.17 0.251
I -2.8778 1.2209 -4.1260 -0.03 -0.31 0.23 0.251
S -0.8390 1.9411 -0.9080 -0.04 -0.32 0.26 -0.380
F -1.3238 -1.1430 2.3161 -0.05 -0.05 0.02 -0.245
F -1.4268 1.0214 2.0842 -0.01 0.09 -0.11 -0.216
F -3.4750 -1.4727 0.7755 0.05 0.09 0.11 -0.210
F -3.3594 0.5655 0.0284 0.03 -0.07 0.22 -0.222
F -3.8931 0.1932 2.0978 0.05 -0.04 0.15 -0.197
N 0.3658 3.6628 -2.4528 0.00 0.01 -0.12 -0.359
N 1.2893 1.5551 -2.5145 0.20 0.28 -0.26 -0.294
N 1.2842 -4.0252 1.2300 -0.32 0.00 -0.32 0.151
N 1.9419 -3.1209 1.9616 0.31 0.31 0.34 -0.564
N 1.3965 0.2470 -2.0292 -0.30 -0.41 0.51 -0.633
N 1.1657 0.3477 1.3311 -0.30 -0.24 -0.48 0.065
N 0.5944 -2.1319 0.4922 -0.15 0.56 -0.33 -0.222
N 2.9188 0.9029 3.3547 0.55 0.31 0.58 -0.416
C 1.5177 -1.9800 1.5079 -0.25 -0.45 -0.27 0.409
C 2.2533 1.8825 2.7706 -0.22 -0.38 -0.34 -0.409
C -3.4380 -0.5189 -3.0513 -0.20 0.85 -0.46 -0.882
C -1.6323 -0.1554 1.4475 -0.07 0.04 0.11 0.612
C 0.4739 -3.4507 0.3503 0.05 -0.20 0.06 -0.169
C 1.8396 -0.6423 1.9550 0.43 0.16 0.49 0.361
C 2.7403 -0.3471 2.9808 -0.46 -0.11 -0.53 -0.420
C 0.3872 2.4167 -2.0488 -0.29 -0.22 0.28 0.934
C 1.3588 1.6076 1.7378 0.08 0.33 0.19 -0.206
C -3.1441 -0.2262 1.1200 -0.14 -0.07 -0.56 0.580
H 1.4290 -5.0152 1.4034 0.00 -0.01 -0.02 0.234
H 2.3480 0.1010 -1.6933 0.05 0.04 0.02 0.357
H 2.4273 2.8945 3.1148 -0.05 0.01 0.00 0.411
H -3.8224 -1.2308 -3.7768 0.18 -0.25 0.14 0.478
H 1.9352 1.8396 -3.2425 0.07 -0.05 0.00 0.246
H -4.1772 -0.2775 -2.2962 0.16 -0.07 0.21 0.405
H 1.2416 -0.4120 -2.7917 -0.03 0.05 -0.11 0.357
H 0.7812 2.3913 1.2711 0.00 -0.04 -0.06 0.480
H 3.3037 -1.1261 3.4820 -0.05 -0.03 0.00 0.502
H 0.9994 4.0489 -3.1432 0.05 -0.05 0.02 0.246
H -0.1634 -3.9683 -0.3490 0.01 -0.10 0.06 0.434
H -0.3406 4.2896 -2.0889 -0.01 0.03 -0.04 0.232
```
Positions in Å, forces in eV/Å.

## Properties
Total charge ... +3
Electronic energy ... -65211.5704 eV
Relative energy (zero: lowest compared OMol25 entry of this formula, charge and spin) ... 0.308 eV
<S²> ... 3.783
LUMO energy (alpha / beta) ... -0.3779 / -0.4438 Eh
Spin multiplicity ... 4
Kohn-Sham gap (alpha / beta) ... 7.9 / 6.2 eV